Record 1
{"formula": "C18H22B2F4N7O6V", "method": "the ωB97M-V functional and the def2-TZVPD basis", "species": ["V", "C", "C", "N", "O", "B", "F", "F", "O", "N", "C", "C", "C", "N", "O", "B", "F", "F", "O", "N", "C", "C", "C", "H", "H", "H", "H", "H", "H", "H", "H", "H", "H", "H", "H", "N", "C", "C", "C", "C", "C", "N", "C", "H", "H", "H", "H", "O", "C", "O", "H", "C", "C", "C", "N", "H", "H", "H", "H", "H"], "positions_angstrom": [[-0.025, 0.041, 0.154], [3.432, 0.526, 2.762], [2.466, 0.212, 1.684], [1.446, 0.916, 1.358], [1.133, 1.955, 2.169], [0.369, 3.001, 1.529], [-0.432, 3.677, 2.320], [0.966, 3.615, 0.486], [-0.808, 1.910, 0.552], [-0.330, 1.667, -0.628], [-0.227, 2.260, -1.770], [-0.629, 3.643, -2.100], [0.353, 1.265, -2.691], [0.587, 0.089, -2.052], [0.905, -0.896, -2.754], [1.982, -1.883, -2.028], [2.119, -2.934, -2.823], [3.044, -1.036, -1.874], [1.393, -2.266, -0.709], [1.471, -1.220, 0.177], [2.538, -1.038, 0.866], [3.696, -1.956, 0.896], [0.638, 1.482, -4.105], [3.106, 1.380, 3.343], [4.406, 0.750, 2.319], [3.568, -0.337, 3.415], [-1.126, 4.111, -1.254], [-1.288, 3.648, -2.970], [0.262, 4.228, -2.347], [3.557, -2.792, 0.221], [3.842, -2.326, 1.914], [4.600, -1.410, 0.615], [0.405, 2.494, -4.418], [0.069, 0.752, -4.697], [1.695, 1.267, -4.305], [-5.765, 0.733, 4.169], [-5.476, 0.700, 3.057], [-5.115, 0.650, 1.661], [-6.045, 0.401, 0.660], [-5.603, 0.347, -0.649], [-4.250, 0.515, -0.903], [-3.347, 0.757, 0.053], [-3.787, 0.839, 1.304], [-7.087, 0.254, 0.909], [-6.294, 0.158, -1.459], [-3.876, 0.434, -1.918], [-3.054, 1.072, 2.071], [-3.057, -2.303, -0.454], [-1.886, -2.298, -0.495], [-1.143, -1.117, -0.430], [-1.248, -3.169, -0.637], [-1.226, -2.547, 4.889], [-1.798, -1.256, 4.275], [-1.116, -0.894, 3.033], [-0.587, -0.609, 2.057], [-1.753, -2.746, 5.819], [-0.165, -2.440, 5.112], [-1.368, -3.396, 4.223], [-1.692, -0.413, 4.960], [-2.860, -1.363, 4.046]], "forces_ev_per_a": [[-0.903, -1.135, 1.090], [0.068, -0.079, -0.018], [0.070, -0.211, 0.017], [0.619, 0.306, 0.105], [-0.242, 0.144, -0.156], [0.662, 0.344, 0.218], [-0.029, -0.127, -0.018], [-0.164, -0.161, 0.109], [0.221, 0.132, -0.476], [-0.520, 1.421, -0.421], [0.092, -0.275, -0.004], [0.056, 0.047, -0.038], [-0.354, -0.035, 0.323], [-0.286, 0.797, 0.514], [0.198, 0.137, -0.938], [0.453, -0.839, 0.915], [-0.216, 0.064, -0.073], [-0.081, 0.060, -0.158], [0.382, 0.432, -0.217], [0.490, -0.668, -0.313], [0.190, 0.019, 0.237], [0.108, 0.110, 0.004], [0.059, -0.047, -0.084], [-0.015, 0.029, 0.018], [-0.009, -0.020, -0.002], [-0.010, 0.011, -0.006], [-0.030, -0.020, 0.004], [-0.012, -0.008, 0.027], [-0.024, -0.013, 0.014], [-0.016, -0.033, 0.008], [-0.013, 0.035, -0.005], [-0.008, -0.005, 0.010], [-0.027, -0.019, -0.008], [0.058, 0.033, -0.013], [-0.045, -0.027, -0.010], [0.183, -0.054, -0.143], [-0.168, 0.041, -0.080], [-0.002, -0.016, 0.249], [-0.148, -0.020, -0.022], [0.040, -0.022, -0.013], [-0.017, -0.029, 0.255], [-0.159, 0.190, -0.196], [0.202, 0.004, -0.166], [-0.014, 0.002, -0.007], [0.017, 0.005, 0.011], [0.008, 0.025, 0.016], [-0.009, 0.016, -0.008], [-0.643, 0.161, 0.125], [0.500, 0.166, -0.082], [-0.612, -0.997, -0.719], [0.349, -0.052, 0.054], [0.022, 0.075, -0.078], [0.197, -0.170, -0.040], [-0.228, -0.016, 0.283], [-0.156, 0.172, -0.034], [-0.009, -0.004, 0.000], [-0.041, -0.004, 0.006], [-0.004, 0.012, 0.012], [0.000, 0.070, -0.021], [-0.030, 0.043, -0.055]], "charge": 2, "e_tot_ev": -79636.6847, "homo_lumo_gap_ha": [0.22745, 0.15352], "relative_energy_kj_mol": 174.24, "s2": 2.033, "homo_ev": [-14.71, -14.71], "spin_multiplicity": 3}



Record 2
{"formula": "C4H7NO", "method": "the ωB97M-V functional and the def2-TZVPD basis", "species": ["C", "C", "C", "O", "C", "N", "H", "H", "H", "H", "H", "H", "H"], "positions_angstrom": [[-1.407, -1.156, -0.386], [0.365, 0.346, 0.406], [1.696, 0.144, -0.269], [0.534, 0.473, 1.756], [-0.616, 1.182, -0.209], [-1.609, 1.474, -0.750], [-1.862, -2.148, -0.521], [-1.882, -0.589, 0.388], [-1.038, -0.740, -1.304], [2.398, 0.960, -0.039], [1.579, 0.083, -1.352], [2.136, -0.782, 0.106], [-0.292, 0.754, 2.174]], "forces_ev_per_a": [[-0.125, -0.825, 0.009], [0.411, 0.326, -0.114], [-0.144, -0.228, -0.073], [-0.351, -0.170, 0.009], [-0.900, 0.162, -0.484], [1.109, 0.561, 0.522], [0.838, -0.028, 0.414], [-0.253, 0.206, -0.274], [-0.327, 0.206, -0.016], [-0.343, -0.108, 0.032], [-0.008, -0.066, 0.120], [-0.003, 0.045, -0.097], [0.096, -0.082, -0.047]], "charge": 0, "e_tot_ev": -7794.7553, "homo_lumo_gap_ha": [0.31519, 0.31320], "relative_energy_kj_mol": 471.73, "homo_ev": [-8.87, -8.46]}



Record 3
{"formula": "C3H5IO", "method": "the ωB97M-V functional and the def2-TZVPD basis", "species": ["C", "C", "C", "O", "I", "H", "H", "H", "H", "H"], "positions_angstrom": [[0.222, -1.404, 0.657], [0.124, -0.226, -0.163], [0.405, 1.135, -0.469], [0.297, -1.377, -0.775], [-3.223, 0.280, 0.120], [1.199, -1.495, 1.262], [-0.747, -1.718, 1.169], [1.428, 1.396, -0.592], [0.054, 1.915, 0.310], [0.242, 1.492, -1.519]], "forces_ev_per_a": [[-0.199, 0.828, 3.601], [-1.005, -1.289, -0.244], [-0.733, 3.320, -0.322], [0.063, 0.839, -0.722], [1.215, -0.215, -0.073], [-1.473, -0.370, -1.301], [1.436, 0.018, -1.107], [1.954, -0.739, 0.773], [0.052, -1.691, -1.375], [-1.310, -0.699, 0.771]], "charge": 0, "e_tot_ev": -13336.2346, "homo_lumo_gap_ha": [0.23700, 0.21217], "relative_energy_kj_mol": 302.86, "homo_ev": [-7.89, -7.76]}



Record 4
{"formula": "C4H8N2", "method": "the ωB97M-V functional and the def2-TZVPD basis", "species": ["C", "C", "N", "C", "C", "N", "H", "H", "H", "H", "H", "H", "H", "H"], "positions_angstrom": [[-1.437, -0.707, 1.158], [0.037, -0.327, 1.076], [0.274, 0.775, 0.190], [0.923, 0.355, -2.119], [1.222, 0.721, -0.796], [2.449, 0.809, -0.985], [-1.818, -1.067, 0.196], [-2.045, 0.155, 1.457], [-1.581, -1.495, 1.905], [0.424, -0.056, 2.060], [0.627, -1.182, 0.718], [-0.246, 1.626, 0.250], [0.491, 1.085, -2.803], [0.679, -0.693, -2.308]], "forces_ev_per_a": [[-0.051, -0.011, 0.054], [0.039, -0.152, 0.481], [0.214, 0.596, 0.969], [0.901, -0.003, -0.590], [-0.770, -0.052, 0.064], [-1.484, -0.631, -1.410], [0.132, 0.084, 0.128], [0.094, -0.125, -0.015], [-0.019, 0.096, -0.082], [-0.097, -0.379, 0.302], [-0.108, 0.232, 0.080], [-0.311, 0.112, 0.213], [0.759, 0.032, -0.068], [0.699, 0.202, -0.124]], "charge": 0, "e_tot_ev": -7254.1595, "homo_lumo_gap_ha": 0.33557, "relative_energy_kj_mol": 358.53, "homo_ev": -8.59}



Record 5
{"formula": "C17H38BrN5O8V", "method": "the ωB97M-V functional and the def2-TZVPD basis", "species": ["O", "V", "C", "C", "O", "O", "H", "H", "H", "Br", "C", "O", "N", "C", "C", "H", "H", "H", "H", "H", "H", "H", "C", "O", "N", "C", "C", "H", "H", "H", "H", "H", "H", "H", "C", "O", "N", "C", "C", "H", "H", "H", "H", "H", "H", "H", "C", "O", "N", "C", "C", "H", "H", "H", "H", "H", "H", "H", "C", "O", "N", "C", "C", "H", "H", "H", "H", "H", "H", "H"], "positions_angstrom": [[-16.834, -8.203, -32.648], [-18.347, -7.945, -32.434], [-20.638, -5.864, -35.047], [-19.820, -6.752, -34.151], [-18.564, -6.831, -34.301], [-20.350, -7.425, -33.234], [-20.491, -4.833, -34.733], [-21.676, -6.174, -35.020], [-20.237, -5.970, -36.055], [-19.194, -8.973, -30.223], [-16.140, -11.570, -31.579], [-15.459, -10.758, -32.163], [-16.431, -12.821, -32.021], [-17.192, -13.736, -31.204], [-15.919, -13.315, -33.282], [-16.589, -11.363, -30.591], [-17.923, -13.181, -30.615], [-16.545, -14.246, -30.480], [-17.689, -14.471, -31.830], [-15.464, -12.509, -33.845], [-15.187, -14.111, -33.111], [-16.742, -13.750, -33.857], [-18.278, -5.035, -30.869], [-18.069, -6.094, -31.458], [-18.220, -3.844, -31.467], [-18.158, -2.638, -30.668], [-17.896, -3.742, -32.866], [-18.496, -5.003, -29.800], [-18.459, -1.776, -31.258], [-17.137, -2.449, -30.314], [-18.792, -2.706, -29.786], [-18.543, -3.006, -33.347], [-16.860, -3.411, -33.005], [-17.984, -4.712, -33.346], [-16.639, -6.887, -28.443], [-16.783, -5.679, -28.370], [-15.777, -7.523, -29.264], [-15.485, -8.920, -29.106], [-14.868, -6.782, -30.128], [-17.220, -7.599, -27.835], [-15.151, -9.329, -30.063], [-16.357, -9.481, -28.775], [-14.644, -9.090, -28.413], [-14.835, -7.280, -31.101], [-15.237, -5.788, -30.344], [-13.849, -6.770, -29.729], [-19.104, -10.765, -34.251], [-18.769, -9.862, -33.512], [-19.761, -11.864, -33.849], [-20.188, -12.895, -34.772], [-20.115, -12.056, -32.460], [-18.925, -10.734, -35.336], [-19.892, -13.881, -34.413], [-19.716, -12.750, -35.745], [-21.270, -12.854, -34.917], [-19.580, -12.925, -32.070], [-19.893, -11.166, -31.878], [-21.187, -12.264, -32.400], [-15.111, -6.129, -34.270], [-15.167, -5.774, -33.113], [-14.015, -6.032, -35.065], [-14.046, -6.464, -36.434], [-12.763, -5.609, -34.524], [-15.981, -6.584, -34.776], [-15.074, -6.670, -36.725], [-13.402, -7.335, -36.591], [-13.684, -5.667, -37.093], [-12.878, -5.358, -33.476], [-11.996, -6.381, -34.660], [-12.379, -4.722, -35.049]], "forces_ev_per_a": [[-0.425, -0.015, 0.252], [0.432, -0.004, -0.174], [0.479, -0.484, -0.194], [0.111, -0.274, 0.057], [0.220, 0.044, 0.297], [-0.249, 0.072, 0.392], [-0.197, 0.073, 0.027], [-0.132, 0.226, 0.078], [-0.097, 0.139, -0.032], [0.272, 0.136, -0.588], [-0.037, -0.073, 0.115], [0.190, -0.084, -0.099], [-0.131, 0.167, -0.368], [0.375, 0.268, 0.671], [-0.126, -0.262, 0.168], [-0.086, 0.040, -0.057], [-0.103, -0.067, -0.093], [-0.058, -0.243, -0.172], [-0.115, -0.048, -0.021], [0.048, 0.112, 0.068], [0.080, 0.074, -0.073], [0.036, 0.069, -0.070], [0.001, 0.157, -0.011], [-0.443, -0.690, -0.483], [-0.089, -0.184, 0.301], [0.332, 0.272, 0.349], [0.519, 0.223, -0.554], [0.007, -0.061, 0.044], [-0.172, -0.084, -0.079], [-0.057, -0.060, -0.114], [-0.093, -0.114, -0.063], [-0.107, -0.084, 0.056], [-0.079, -0.057, 0.102], [-0.089, -0.002, 0.034], [0.353, -0.563, -0.247], [-0.185, 0.313, -0.014], [0.143, 0.659, 0.093], [0.490, -0.519, -0.112], [-0.164, -0.437, -0.555], [-0.058, 0.091, 0.016], [-0.284, 0.048, -0.069], [-0.076, 0.101, 0.068], [-0.218, 0.092, 0.082], [-0.013, -0.075, 0.106], [0.002, 0.139, 0.359], [-0.078, 0.189, 0.171], [-0.534, -0.412, -0.206], [0.205, 0.814, 0.525], [0.268, 0.072, -0.185], [0.166, 0.265, -0.335], [-0.330, -0.166, 0.058], [0.107, -0.002, 0.033], [-0.083, -0.014, 0.106], [0.001, 0.076, 0.049], [-0.013, -0.154, 0.101], [-0.028, 0.094, 0.079], [0.110, 0.014, 0.011], [0.033, 0.039, 0.072], [-0.290, -0.167, -0.060], [0.169, 0.276, 0.131], [-0.401, -0.149, 0.078], [0.116, 0.260, -0.242], [0.784, 0.429, -0.200], [0.054, 0.096, -0.028], [0.020, -0.238, 0.011], [-0.151, -0.089, -0.025], [0.018, -0.026, 0.065], [-0.040, -0.129, 0.068], [-0.134, -0.073, 0.186], [-0.175, -0.036, 0.045]], "charge": 0, "e_tot_ev": -137810.4087, "homo_lumo_gap_ha": [0.32046, 0.32157], "relative_energy_kj_mol": 0.00, "s2": 0.771, "homo_ev": [-8.29, -8.32], "spin_multiplicity": 2}